[1]
Entry from OMol25: a gas-phase ion, C4H8N3S (charge +1) in a non-equilibrium geometry (ωB97M-V/def2-TZVPD).

The geometry in XYZ format:
```
16
Properties=species:S:1:pos:R:3:forces:R:3
C -2.019 0.164 -1.130 2.8 3.2 -1.3
C -1.152 0.442 0.095 -1.3 -4.3 -1.1
N -0.381 1.541 -0.039 0.4 2.5 0.3
N 0.812 1.356 0.054 1.1 3.0 -0.3
C 1.225 0.067 0.181 0.7 -3.2 0.6
C 2.458 -0.202 1.007 -0.8 -0.5 -0.7
S 2.649 -0.380 -0.790 -0.2 -0.1 0.0
N -0.043 -0.755 0.274 -0.9 -1.0 -1.1
H -1.378 -0.036 -2.085 -1.6 0.1 1.8
H -2.573 1.116 -1.247 0.7 0.1 -0.5
H -2.837 -0.372 -0.877 -2.0 -3.0 0.3
H -1.730 0.384 0.993 -0.3 0.4 0.7
H 2.820 0.742 1.397 0.5 -0.4 0.4
H 2.531 -1.192 1.507 -0.1 1.2 0.1
H -0.190 -1.350 1.082 0.3 0.7 1.1
H -0.191 -1.525 -0.423 0.6 1.4 -0.3
```
Positions in Å, forces in eV/Å.

Computed properties:
Energy relative to the best compared isomer or geometry (same formula, charge and spin) ... 90.9 kcal/mol
SMILES string ... C[C@@H]1N=N[C@@]2(CS2)[NH2+]1
E_LUMO ... -4.3 eV
Energy ... -719.30592 a.u.
Net charge ... +1
Highest occupied orbital energy ... -0.51212 Eh
Kohn-Sham gap ... 9.64 eV


[2]
Entry from OMol25: a gas-phase ion, C2H5N2 (charge +1) in a non-equilibrium geometry (ωB97M-V/def2-TZVPD).

The geometry in XYZ format:
```
9
Properties=species:S:1:pos:R:3:forces:R:3
C -2.122 0.153 0.896 9.0 -0.7 -5.2
N -1.044 0.011 0.376 -5.2 0.8 2.1
N -0.131 -0.143 -0.523 0.3 1.0 1.5
C 1.308 0.070 -0.322 2.7 -0.3 -1.0
H -2.674 0.284 1.697 -3.3 0.3 3.5
H -0.483 -0.731 -1.203 -0.3 -1.6 -2.1
H 1.734 0.712 -1.233 -1.1 -1.3 2.1
H 1.492 0.610 0.644 -0.3 -0.5 -1.0
H 1.920 -0.966 -0.331 -1.7 2.3 0.2
```
Positions in Å, forces in eV/Å.

Computed properties:
Energy relative to the best compared isomer or geometry (same formula, charge and spin) ... 65.8 kcal/mol
SMILES string ... C#[N+]NC
E_LUMO ... -5.9 eV
Energy ... -188.31058 a.u.
Net charge ... +1
Highest occupied orbital energy ... -0.56598 Eh
Kohn-Sham gap ... 9.53 eV


[3]
Entry from OMol25: a single C8H16N2Si molecule in a non-equilibrium geometry (ωB97M-V/def2-TZVPD).

The geometry in XYZ format:
```
27
Properties=species:S:1:pos:R:3:forces:R:3
C -2.697 -0.929 -1.221 0.3 2.8 4.2
C -1.113 -1.055 -1.051 -1.8 3.5 0.1
Si -0.408 -0.267 0.523 2.5 1.9 -0.5
C -0.706 -1.102 2.181 3.2 -2.2 -0.1
C -0.815 1.600 0.776 -3.0 -2.6 -3.0
C -0.549 2.528 -0.437 2.3 -0.2 2.1
N 1.664 -0.178 0.078 -0.7 1.3 1.7
C 2.247 -1.192 -0.575 2.6 0.4 -1.0
C 3.591 -0.914 -0.777 -3.3 1.6 2.7
N 3.945 0.224 -0.112 -1.6 0.3 -0.3
C 2.796 0.664 0.353 -1.0 -0.8 -0.2
H -3.282 -0.987 -0.190 1.1 0.0 -2.1
H -3.076 0.025 -1.730 1.0 -1.2 0.8
H -2.946 -1.719 -1.781 -1.5 -2.9 -2.1
H -0.852 -0.578 -1.998 1.1 0.3 0.4
H -0.656 -1.979 -1.082 0.1 -2.6 -0.2
H -0.143 -0.595 2.979 -0.8 0.5 -0.2
H -1.718 -1.287 2.369 -1.7 0.3 0.5
H -0.233 -2.151 2.350 -0.7 1.4 -1.0
H -1.939 1.652 1.097 1.7 -0.2 -0.8
H -0.358 1.925 1.598 2.2 1.3 3.4
H -0.861 2.068 -1.314 0.0 -1.0 -1.9
H -1.301 3.228 -0.251 -0.5 2.3 -0.2
H 0.564 2.919 -0.486 -2.5 -0.7 0.0
H 1.820 -2.083 -0.864 -1.4 -1.6 -0.6
H 4.279 -1.418 -1.267 3.0 -2.6 -2.2
H 2.748 1.601 0.832 -0.6 0.8 0.6
```
Positions in Å, forces in eV/Å.

Computed properties:
Energy relative to the best compared isomer or geometry (same formula, charge and spin) ... 66.7 kcal/mol
SMILES string ... CC[Si](C)(CC)n1ccnc1
E_LUMO ... 0.6 eV
Energy ... -713.36949 a.u.
Net charge ... 0
Highest occupied orbital energy ... -0.28736 Eh
Kohn-Sham gap ... 8.41 eV


[4]
Entry from OMol25: a molecular structure, C6H11NO2 (ωB97M-V/def2-TZVPD).

The geometry in XYZ format:
```
20
Properties=species:S:1:pos:R:3:forces:R:3
C -0.208 1.230 1.607 0.0 -0.1 -0.1
C -0.066 0.698 -2.098 0.0 0.0 0.1
N -0.644 0.444 0.448 0.3 -0.1 -0.3
C 0.621 -1.081 -0.294 -0.1 0.0 0.2
C 0.662 0.264 -0.835 -0.2 0.2 0.3
C -0.479 -1.032 0.556 0.0 0.1 -0.1
C -1.308 -1.798 1.311 0.1 0.1 -0.1
O 1.452 -2.116 -0.672 0.0 0.0 0.1
O 1.840 0.945 -0.653 -0.3 0.0 -0.1
H 2.040 -2.334 0.062 -0.1 0.0 -0.1
H 1.913 1.689 -1.270 -0.1 -0.1 0.1
H -1.591 0.698 0.159 0.1 -0.1 0.0
H -0.794 0.959 2.487 0.0 0.0 0.0
H 0.840 1.000 1.789 0.0 0.0 0.0
H -0.319 2.295 1.399 0.0 -0.1 0.0
H 0.538 0.392 -2.957 0.0 0.0 0.0
H -1.027 0.192 -2.174 0.0 0.0 0.0
H -0.225 1.781 -2.150 0.0 0.0 0.0
H -1.253 -2.875 1.265 0.0 0.0 0.0
H -1.991 -1.351 2.019 0.0 0.0 0.0
```
Positions in Å, forces in eV/Å.

Computed properties:
Energy relative to the best compared isomer or geometry (same formula, charge and spin) ... 105.0 kcal/mol
E_LUMO ... 0.5 eV
Energy ... -440.31988 a.u.
Net charge ... 0
Highest occupied orbital energy ... -0.21655 Eh
Kohn-Sham gap ... 6.40 eV


[5]
Entry from OMol25: 2 unconnected molecules or ions with the total composition C27H51BBrO14P in a non-equilibrium geometry (ωB97M-V/def2-TZVPD).

The geometry in XYZ format:
```
95
Properties=species:S:1:pos:R:3:forces:R:3
C 3.750 -5.102 -0.337 -0.3 0.3 0.2
C 3.948 -3.603 -0.141 0.0 -0.5 0.1
O 4.449 -3.044 -1.366 -0.2 0.1 -0.2
P 4.762 -1.477 -1.349 0.4 0.4 0.9
O 5.679 -1.090 -0.258 -0.2 -0.1 -0.2
C 3.174 -0.627 -1.251 0.0 0.2 -0.5
C 2.910 0.318 -2.430 0.1 0.2 0.1
C 1.455 0.762 -2.563 -0.1 -0.5 1.0
C 1.377 2.227 -3.010 0.4 0.3 0.0
C 1.887 3.237 -1.956 -0.3 -0.1 -0.2
C 0.781 3.912 -1.145 -0.1 -0.4 0.6
O 1.127 5.253 -0.778 0.0 0.0 -0.5
C 2.353 5.440 -0.227 0.2 0.2 0.1
C 2.727 4.584 0.952 0.3 -0.3 -0.2
O 3.071 6.307 -0.642 -0.2 0.0 0.1
O 0.856 0.757 -1.216 0.2 0.5 -0.3
C -0.483 0.782 -1.415 -0.4 0.4 0.0
O -1.233 1.458 -0.767 0.2 -0.3 0.0
C -0.803 -0.215 -2.516 0.2 -1.0 0.2
C -0.870 -1.530 -1.690 -0.3 0.1 0.2
C -2.136 -0.047 -3.252 0.0 0.5 0.6
C -3.393 -0.108 -2.356 -0.2 -0.3 -0.1
C -4.152 -1.456 -2.417 0.3 0.4 0.0
C -4.640 -1.903 -1.059 -0.2 -0.1 0.0
O -5.685 -0.990 -0.635 0.3 0.0 0.0
C -5.465 -0.475 0.598 0.1 0.5 0.2
O -5.243 0.682 0.796 -0.3 -0.3 -0.1
C 0.493 -0.172 -3.388 0.2 0.6 -0.5
Br 1.262 -1.968 -3.731 -0.1 -0.1 0.0
B 0.495 0.446 -4.878 -0.3 -0.2 -0.2
O -0.553 1.109 -5.483 0.6 0.4 -0.1
O 1.653 0.309 -5.598 0.1 0.3 0.5
O 5.308 -1.185 -2.804 0.1 -0.3 0.0
C 6.705 -1.520 -3.030 0.0 -0.2 -0.3
C 6.908 -1.762 -4.526 0.0 0.1 0.4
H 2.732 -5.305 -0.666 0.1 -0.1 -0.2
H 4.459 -5.477 -1.071 0.0 -0.1 0.1
H 3.881 -5.621 0.612 0.1 0.0 0.0
H 4.649 -3.395 0.667 0.1 0.1 -0.1
H 2.990 -3.148 0.120 0.0 0.2 0.0
H 3.233 -0.046 -0.332 -0.2 -0.1 0.1
H 2.382 -1.368 -1.161 0.0 0.0 0.1
H 3.521 1.208 -2.271 0.0 0.0 -0.1
H 3.249 -0.101 -3.375 -0.2 -0.1 0.0
H 2.004 2.353 -3.895 -0.1 -0.2 -0.1
H 0.354 2.514 -3.272 -0.1 -0.1 -0.1
H 2.555 2.730 -1.260 0.2 0.1 -0.1
H 2.437 4.015 -2.487 0.1 0.0 0.1
H 0.562 3.331 -0.248 -0.1 0.0 0.0
H -0.158 3.965 -1.694 0.1 0.3 -0.1
H 2.131 3.682 1.052 -0.1 0.1 0.1
H 2.651 5.183 1.857 -0.1 0.0 0.0
H 3.772 4.303 0.827 0.0 0.0 0.1
H 0.058 -1.718 -1.155 0.0 -0.1 -0.1
H -1.650 -1.442 -0.932 0.0 0.1 0.0
H -1.120 -2.375 -2.327 0.1 0.0 0.0
H -2.143 0.928 -3.730 0.0 -0.1 -0.2
H -2.196 -0.827 -4.012 0.1 0.1 -0.2
H -3.155 0.124 -1.321 0.1 0.1 0.0
H -4.065 0.686 -2.679 0.0 0.0 0.1
H -3.499 -2.223 -2.838 -0.1 -0.1 0.1
H -5.014 -1.351 -3.076 0.0 -0.2 -0.1
H -3.817 -1.863 -0.341 0.0 -0.1 0.0
H -5.037 -2.919 -1.070 -0.1 0.0 0.0
H -5.528 -1.207 1.417 0.1 -0.2 0.0
H -0.894 1.875 -5.016 -0.3 -0.2 0.1
H 1.782 1.080 -6.164 -0.2 -0.3 -0.4
H 7.319 -0.706 -2.652 -0.1 0.1 0.0
H 6.953 -2.416 -2.462 0.0 0.0 0.1
H 7.752 -1.182 -4.891 0.0 0.0 -0.1
H 7.087 -2.818 -4.716 0.0 0.0 -0.1
H 6.008 -1.456 -5.054 0.0 0.0 -0.1
C -2.055 -2.788 6.715 0.0 0.0 -0.1
O -2.867 -1.766 6.188 0.0 0.1 0.1
C -4.099 -1.659 6.878 0.1 0.0 -0.1
C -4.796 -0.361 6.539 -0.1 0.0 0.0
O -4.311 0.759 7.261 0.0 0.0 0.0
C -3.076 1.311 6.830 0.0 0.1 0.1
C -3.186 2.149 5.577 0.1 -0.1 -0.1
O -3.212 1.325 4.429 -0.1 0.0 0.0
C -3.630 2.029 3.276 0.2 0.0 0.1
H -2.554 -3.763 6.660 0.0 0.0 0.0
H -1.144 -2.823 6.121 0.0 0.0 0.0
H -1.789 -2.583 7.759 0.0 0.0 0.0
H -3.929 -1.704 7.962 0.0 0.0 0.0
H -4.745 -2.501 6.588 0.0 0.0 0.1
H -5.840 -0.462 6.844 0.0 0.0 0.0
H -4.772 -0.181 5.462 0.1 0.0 0.0
H -2.316 0.536 6.708 0.0 0.0 -0.1
H -2.763 1.968 7.643 0.0 0.0 0.0
H -2.317 2.821 5.518 -0.1 0.1 0.0
H -4.098 2.757 5.628 0.0 0.0 0.0
H -4.654 2.401 3.393 0.0 0.0 0.0
H -3.606 1.341 2.440 0.0 0.0 0.0
H -2.962 2.872 3.064 0.0 0.0 0.0
```
Positions in Å, forces in eV/Å.

Computed properties:
SMILES string ... CCOP(=O)(CC[C@]1(CCCOC(C)=O)OC(=O)[C@@](C)(CCCCOC=O)[C@@]1(Br)B(O)O)OCC.COCCOCCOC
E_LUMO ... 0.1 eV
Energy ... -5053.09852 a.u.
Net charge ... 0
Highest occupied orbital energy ... -0.33791 Eh
Kohn-Sham gap ... 9.27 eV


[6]
Entry from OMol25: 2 unconnected molecules or ions with the total composition C3H7F2O2P in a non-equilibrium geometry (ωB97M-V/def2-TZVPD).

The geometry in XYZ format:
```
15
Properties=species:S:1:pos:R:3:forces:R:3
C 1.644 -1.564 1.484 2.5 1.4 0.7
C 0.964 -2.722 0.988 -0.8 0.3 -0.5
C -1.570 3.027 -1.125 -1.0 -0.2 0.7
O -0.618 2.159 -1.463 1.0 -0.7 -0.4
O -0.018 -2.628 0.126 1.1 -2.6 1.2
F -1.385 3.507 0.157 -0.3 -0.7 -0.2
F -1.557 4.167 -1.848 -0.1 0.0 -0.7
P -0.579 -1.347 -0.604 -0.9 2.5 -1.3
H 2.614 -1.345 0.900 -1.2 -0.2 0.5
H 1.071 -0.607 1.441 0.2 -0.8 0.3
H 2.039 -1.827 2.515 -0.6 0.7 -1.0
H 0.315 2.440 -1.355 -0.9 0.3 0.1
H 1.255 -3.679 1.321 -0.2 -1.1 0.0
H -2.564 2.465 -1.262 1.3 1.2 0.5
H -1.609 -2.046 -1.275 0.0 -0.1 0.0
```
Positions in Å, forces in eV/Å.

Computed properties:
Energy relative to the best compared isomer or geometry (same formula, charge and spin) ... 131.3 kcal/mol
E_LUMO (alpha / beta) ... -0.2 / 0.7 eV
Energy ... -809.96953 a.u.
Net charge ... 0
Highest occupied orbital energy (alpha / beta) ... -0.26779 / -0.27476 Eh
Kohn-Sham gap (alpha / beta) ... 7.10 / 8.14 eV


What did the first record say?
Entry from OMol25: a gas-phase ion, C4H8N3S (charge +1) in a non-equilibrium geometry (ωB97M-V/def2-TZVPD).

The geometry in XYZ format:
```
16
Properties=species:S:1:pos:R:3:forces:R:3
C -2.019 0.164 -1.130 2.8 3.2 -1.3
C -1.152 0.442 0.095 -1.3 -4.3 -1.1
N -0.381 1.541 -0.039 0.4 2.5 0.3
N 0.812 1.356 0.054 1.1 3.0 -0.3
C 1.225 0.067 0.181 0.7 -3.2 0.6
C 2.458 -0.202 1.007 -0.8 -0.5 -0.7
S 2.649 -0.380 -0.790 -0.2 -0.1 0.0
N -0.043 -0.755 0.274 -0.9 -1.0 -1.1
H -1.378 -0.036 -2.085 -1.6 0.1 1.8
H -2.573 1.116 -1.247 0.7 0.1 -0.5
H -2.837 -0.372 -0.877 -2.0 -3.0 0.3
H -1.730 0.384 0.993 -0.3 0.4 0.7
H 2.820 0.742 1.397 0.5 -0.4 0.4
H 2.531 -1.192 1.507 -0.1 1.2 0.1
H -0.190 -1.350 1.082 0.3 0.7 1.1
H -0.191 -1.525 -0.423 0.6 1.4 -0.3
```
Positions in Å, forces in eV/Å.

Computed properties:
Energy relative to the best compared isomer or geometry (same formula, charge and spin) ... 90.9 kcal/mol
SMILES string ... C[C@@H]1N=N[C@@]2(CS2)[NH2+]1
E_LUMO ... -4.3 eV
Energy ... -719.30592 a.u.
Net charge ... +1
Highest occupied orbital energy ... -0.51212 Eh
Kohn-Sham gap ... 9.64 eV


energy of number 2 (C2H5N2)?
-188.31058 a.u.


Which of these has the highest energy?
C2H5N2